Below is C21H21N3O4 as an isolated structure at a distorted geometry, with properties calculated with wB97M-V/def2-TZVPD.

Geometry as XYZ:
```
49
Properties=species:S:1:pos:R:3:lowdin_charge:R:1
C 4.27806 3.88565 -0.10823 0.015
C 4.51371 2.72706 -1.19199 -0.200
H 4.37545 3.01462 -2.22397 0.130
H 5.60276 2.48983 -1.15814 0.138
O 3.69243 1.72295 -1.14477 0.095
C 2.60484 1.72572 -1.47364 -0.598
O 2.14423 2.70238 -2.02099 0.109
C 1.91511 0.34077 -1.30800 -0.159
C 0.69724 0.13813 -1.86939 0.008
C -0.10325 -1.00760 -1.47500 0.083
C 0.66737 -2.04979 -0.58155 -0.186
C 1.85302 -1.74614 -0.13148 -0.043
C 2.26869 -0.49013 -0.41360 -0.066
H 3.44962 -0.47618 0.18725 0.218
H 2.10680 -2.46093 0.55300 0.084
N -0.24330 -2.98640 -0.20432 0.089
C -0.25737 -3.89101 0.75408 -0.393
O 0.86646 -4.02044 1.44535 -0.035
C -1.36033 -5.02643 0.88237 0.058
H -1.83127 -5.02240 0.09561 0.024
H -1.00773 -5.80986 1.21046 0.031
C -2.09178 -4.15778 2.09075 -0.079
C -2.68909 -2.97616 1.51288 -0.182
N -2.05491 -1.73532 1.56061 0.245
C -2.96286 -1.11901 0.52332 -0.241
N -4.19667 -1.65104 0.44750 0.015
O -4.13529 -2.72866 0.88658 0.005
C -2.65760 0.27288 0.39669 -0.138
C -3.62760 1.29453 -0.18159 -0.031
C -3.38836 2.50743 -0.54107 -0.081
C -2.04463 2.91438 -0.33606 -0.097
C -1.18556 2.26116 0.26473 -0.234
C -1.48589 0.90135 0.77605 0.045
H -0.87076 0.42525 1.24897 0.004
C 0.14456 2.89857 0.72550 0.039
H 0.91599 1.93611 1.28992 0.199
H 0.01007 3.64693 1.21179 -0.027
H 0.72950 3.18358 0.07689 -0.048
H -1.81128 4.00578 -0.56335 0.156
H -3.87816 3.10686 -1.08477 0.042
H -4.71685 0.79571 -0.34312 0.149
H -1.49946 -3.92742 3.07043 0.180
H -3.06682 -4.75311 2.19832 0.140
H -1.23207 -2.96401 -0.79365 0.227
H -0.90846 -1.16275 -2.01848 0.043
H 0.09974 0.81327 -2.41134 0.109
H 4.31693 3.55125 0.86508 0.054
H 4.75989 4.78174 -0.28863 0.055
H 3.29488 4.11865 -0.40698 0.048
```

Its HOMO energy is -8.39 eV. The spin multiplicity is 1. The calculation puts the HOMO-LUMO gap at 8.30 eV. As for the total energy: -1277.425553 Ha. Its lowest unoccupied orbital energy is -0.1 eV.

Below is C21H19IN2O5PdS as an isolated structure, with properties calculated with wB97M-V/def2-TZVPD.

Geometry as XYZ:
```
50
Properties=species:S:1:pos:R:3:lowdin_charge:R:1
Pd -0.18306 -0.57504 -0.83213 0.839
C -1.06689 3.90818 -0.47700 0.036
C 0.33550 3.64236 -0.82468 -0.159
N 1.26590 4.54884 -0.68611 0.190
C 2.55248 4.25805 -0.78465 0.012
C 3.05228 2.94345 -0.95670 -0.040
C 4.55983 2.79435 -1.04325 -0.171
O 5.06748 1.64908 -0.39098 -0.037
C 2.11999 1.91316 -1.22598 -0.038
C 2.57911 0.60167 -1.47077 0.024
N 1.83379 -0.46274 -1.78150 0.030
C 2.41452 -1.54772 -2.35398 -0.243
C 3.69686 -1.46146 -2.98896 0.029
C 4.28339 -2.55282 -3.55059 0.001
C 3.61843 -3.79595 -3.54068 0.039
C 2.34554 -3.91523 -2.98474 -0.114
C 1.73624 -2.82152 -2.41781 -0.546
I -0.19759 -3.10783 -1.69986 1.344
C 0.70220 2.27840 -1.30998 -0.251
O -0.18365 1.50800 -1.67380 0.025
H -1.16193 4.86330 0.03001 0.108
H -1.47705 3.08884 0.11826 0.087
H -1.65009 3.92335 -1.40717 0.129
H 3.23759 5.09844 -0.76975 0.146
H 5.02901 3.70683 -0.67299 0.139
H 4.82686 2.70992 -2.10094 0.153
H 5.26377 1.85096 0.53162 0.123
H 3.64522 0.46199 -1.31805 0.123
H 4.21056 -0.51208 -3.03621 0.126
H 5.25740 -2.46473 -4.01142 0.136
H 4.08838 -4.66571 -3.98073 0.140
H 1.83874 -4.87003 -3.00753 0.115
C -6.25737 -2.05841 4.79063 -0.028
C -5.15443 -1.66575 3.85261 -0.237
C -3.93595 -1.19183 4.33712 -0.010
C -2.92387 -0.81248 3.47632 -0.035
C -3.14077 -0.92059 2.10729 -0.303
C -4.34227 -1.39704 1.58921 -0.035
C -5.34070 -1.75908 2.47228 -0.012
S -1.87787 -0.44844 1.02661 0.506
O -2.33425 -0.66710 -0.38646 -0.403
O -1.44167 0.91595 1.24083 -0.300
O -0.69157 -1.37518 1.16378 -0.405
H -5.92641 -2.05203 5.82649 0.083
H -6.63429 -3.05301 4.55122 0.093
H -7.09710 -1.36747 4.69724 0.097
H -3.78318 -1.11668 5.40578 0.125
H -1.98517 -0.43445 3.85988 0.127
H -4.48916 -1.46965 0.52114 0.116
H -6.28478 -2.12307 2.08710 0.128
```

Its net charge is +2. Its HOMO energy (alpha / beta) is -13.75 / -13.74 eV. As for the expectation value of S²: 6.05. The spin multiplicity is 5. The calculation puts the HOMO-LUMO gap (alpha / beta) at 5.66 / 3.37 eV. As for the total energy: -2120.376227 Ha. Its lowest unoccupied orbital energy (alpha / beta) is -8.1 / -10.4 eV.

Below is a 2-piece molecular cluster, C3H11N3 overall at a distorted geometry, with properties calculated with wB97M-V/def2-TZVPD.

Geometry as XYZ:
```
17
Properties=species:S:1:pos:R:3:lowdin_charge:R:1
H -3.10930 -3.24302 1.04952 0.026
N -3.14376 -3.16060 0.03314 0.034
C -2.90154 -1.95284 -0.32061 -0.413
N -3.39937 -1.47419 -1.48836 0.066
H -2.40141 -1.16222 0.25233 0.112
H -3.01747 -0.59383 -1.78288 0.082
H -4.04301 -2.05610 -1.99204 0.093
C 1.83168 0.27598 0.29431 -0.097
C 2.43529 1.71463 -0.05882 -0.318
N 2.24453 2.70654 0.98802 -0.037
H 1.42240 -0.22157 -0.58521 0.059
H 1.28380 0.25649 1.23614 0.056
H 2.69073 -0.34143 0.56188 0.049
H 1.74788 1.98886 -0.87141 0.081
H 3.46607 1.62805 -0.39908 0.098
H 1.79321 2.44000 1.84897 0.051
H 3.10027 3.19525 1.23409 0.058
```

Its HOMO energy is -8.94 eV. The SMILES is [H]/N=C/N.CCN. The spin multiplicity is 1. The calculation puts the HOMO-LUMO gap at 9.75 eV. As for the total energy: -285.123581 Ha. Its lowest unoccupied orbital energy is 0.8 eV.